DFT (ωB97M-V/def2-TZVPD) results for one molecule with the formula C17H22N4O3 in a non-equilibrium geometry.

Last column: Mulliken charge in e.
Positions of all 46 atoms, in Å:
1 H 0.67 0.23 -1.87  0.187
2 H 3.99 -4.71 -0.63  0.431
3 C -2.17 3.37 -0.56  -1.107
4 H 0.22 -1.70 4.43  0.259
5 C 3.28 -3.92 -0.48  -0.826
6 C 1.87 -2.60 0.95  0.137
7 N -0.73 1.68 -0.30  -0.651
8 H 0.31 1.25 2.39  0.375
9 C 0.24 -0.12 -3.96  -1.547
10 H -0.62 0.54 -3.97  0.372
11 H -1.18 -0.30 1.23  0.223
12 H 3.09 -4.22 1.62  0.346
13 N 0.61 -1.27 2.45  0.106
14 H -0.40 -1.15 -2.17  0.351
15 C 2.77 -3.64 0.77  -0.937
16 H -4.30 3.66 1.15  0.343
17 C -2.58 2.61 0.51  1.043
18 H 1.57 -3.00 3.06  0.333
19 C 0.48 -0.61 -2.54  0.028
20 H -4.42 1.91 1.33  0.310
21 C 1.33 -2.30 2.26  -0.364
22 C -1.61 0.61 1.66  -0.901
23 H 0.76 -1.04 0.00  0.365
24 H -0.68 3.05 -3.12  0.240
25 H -2.64 4.25 -0.95  0.413
26 H 0.09 4.24 -2.08  0.379
27 C -0.15 3.19 -2.17  -1.288
28 H -1.07 2.04 3.19  0.365
29 O 3.37 -3.46 -2.81  -0.642
30 C 1.94 -2.13 -1.42  1.130
31 C 2.88 -3.18 -1.58  0.284
32 C -0.70 1.10 2.80  -0.212
33 C -1.00 2.75 -1.03  0.688
34 H 0.05 -0.96 -4.62  0.407
35 H -2.61 0.40 2.04  0.246
36 C 1.45 -1.84 -0.16  -0.075
37 C -3.75 2.77 1.42  -1.466
38 H 0.77 2.61 -2.19  0.309
39 O -1.13 0.27 5.02  -0.657
40 H 2.95 -2.84 -3.44  0.361
41 O 1.59 -1.49 -2.58  -0.497
42 N 0.09 -1.03 3.66  -0.391
43 C -0.62 0.10 3.93  0.169
44 N -1.69 1.60 0.62  0.712
45 H -3.43 2.85 2.46  0.311
46 H 1.11 0.42 -4.32  0.338

SMILES ... CCOc1cc(/C=N/NC(=O)CCn2nc(C)cc2C)ccc1O
E ... -1105.73267 a.u.
Relative energy (zero: lowest compared OMol25 entry of this formula, charge and spin) ... 2.145 eV
Highest occupied orbital energy ... -0.2913 Eh
Total charge ... 0

---

DFT (ωB97M-V/def2-TZVPD) results for an isolated ion of composition C17H22NOS and charge +1.

Last column: Mulliken charge in e.
Positions of all 42 atoms, in Å:
1 S -1.12 -3.99 1.03  -0.099
2 H -1.21 -1.80 -1.01  0.445
3 C -4.03 0.14 0.00  -1.046
4 H 1.79 1.50 -0.82  0.160
5 H 0.88 3.55 -1.08  0.449
6 H 3.45 1.54 1.56  0.415
7 C 3.10 -0.12 -0.88  -0.981
8 H -2.82 1.56 -1.75  0.499
9 H 3.20 -0.07 -1.97  0.397
10 C 2.50 1.35 1.07  -0.530
11 N 2.71 1.25 -0.40  0.091
12 H -3.45 -4.06 0.77  0.424
13 H 2.10 0.40 1.41  0.306
14 C 0.05 -2.85 0.39  0.728
15 H 0.54 -0.29 -1.76  0.496
16 H -2.87 -2.40 0.57  0.019
17 C 2.05 -1.11 -0.47  0.105
18 H 3.40 1.94 -0.71  0.427
19 C -1.86 1.12 0.14  0.215
20 H 4.07 -0.38 -0.45  0.421
21 C -0.23 -1.89 -0.58  -0.476
22 H -4.51 1.12 -0.13  0.481
23 C 2.33 -2.09 0.48  -0.608
24 H -2.70 -3.59 -0.76  0.299
25 C -2.70 -3.44 0.31  -0.611
26 C 0.25 2.23 0.51  0.474
27 H 1.56 -3.71 1.63  0.408
28 C 1.35 -2.95 0.90  -0.916
29 H -0.68 0.88 1.89  0.534
30 C 1.48 2.46 1.35  -1.138
31 H -4.64 -0.47 0.66  0.260
32 C -0.96 2.58 -1.54  -0.958
33 O -2.78 0.27 0.65  -0.395
34 C -0.74 1.36 0.93  -0.318
35 H 3.33 -2.17 0.89  0.380
36 H 1.91 3.44 1.12  0.344
37 H -3.93 -0.35 -0.97  0.380
38 H 1.23 2.44 2.41  0.419
39 C 0.15 2.83 -0.75  -0.180
40 H -1.05 3.06 -2.50  0.419
41 C -1.96 1.73 -1.11  -0.450
42 C 0.77 -1.03 -1.00  -0.290

SMILES ... COc1cccc(CC[NH2+]Cc2ccc(SC)cc2)c1
E ... -1188.94780 a.u.
Relative energy (zero: lowest compared OMol25 entry of this formula, charge and spin) ... 0.331 eV
Highest occupied orbital energy ... -0.3995 Eh
Total charge ... +1

---

DFT (ωB97M-V/def2-TZVPD) results for a 2-piece molecular cluster, C17H23BN2O7S overall in a non-equilibrium geometry.

Last column: Mulliken charge in e.
Positions of all 51 atoms, in Å:
1 H -5.28 -1.02 -0.51  0.291
2 O 1.77 0.34 -2.49  -0.605
3 S -4.17 1.72 0.75  -0.311
4 C 4.79 -3.13 2.29  -0.679
5 C 2.26 2.52 -0.16  -0.355
6 C -2.61 1.41 -0.04  -0.005
7 C -0.19 -2.47 -0.10  -0.875
8 H -4.59 -2.62 -0.62  0.268
9 H 3.99 3.41 0.43  0.263
10 H 4.14 1.82 0.20  0.261
11 H 5.19 -3.70 1.44  0.325
12 H 1.84 3.41 0.31  0.480
13 C -1.87 2.55 -0.36  -0.513
14 H -2.30 -1.34 1.76  0.338
15 C 0.78 -1.92 0.96  -1.035
16 H 0.66 -0.84 1.11  0.496
17 O -3.06 -1.71 1.30  -0.757
18 O -4.13 6.49 -1.02  -0.843
19 O 0.36 4.38 -1.78  -0.498
20 H 5.00 -2.07 2.11  0.233
21 H -2.35 3.54 -0.12  0.716
22 H 2.33 -2.39 -0.44  0.377
23 H 3.31 -4.16 0.58  0.341
24 C 0.42 3.25 -1.46  -0.061
25 O -4.63 4.30 -1.25  -0.830
26 C -0.63 2.32 -0.95  -0.285
27 C -0.94 -0.13 -0.90  0.423
28 H 1.94 1.68 0.45  0.162
29 B -3.21 -1.07 0.08  0.778
30 N 1.66 2.44 -1.51  -0.163
31 H 0.57 -1.34 -1.73  0.356
32 C -0.40 -1.50 -1.26  -1.239
33 C -0.18 1.01 -1.20  0.843
34 H -4.21 -1.39 -1.88  0.351
35 H -1.11 -2.79 0.38  0.638
36 H 0.54 -2.41 1.90  0.449
37 H 0.26 -3.38 -0.51  0.442
38 H -1.04 -1.95 -2.02  0.447
39 H 1.84 -4.21 1.55  0.374
40 H 2.91 -1.46 0.91  0.150
41 H 5.33 -3.44 3.19  0.240
42 N 3.72 2.66 -0.19  -0.647
43 C 2.24 -2.28 0.64  -0.228
44 C 1.17 1.13 -1.81  0.068
45 C -4.39 -1.57 -0.82  -1.052
46 C -2.20 0.08 -0.30  -0.076
47 O 3.43 -3.39 2.49  -0.383
48 C 2.70 -3.58 1.28  -0.744
49 C -3.95 5.28 -0.70  0.660
50 H -4.62 2.61 -0.17  0.234
51 O -3.06 4.94 0.20  -0.822

E ... -1720.84896 a.u.
Highest occupied orbital energy ... 0.0286 Eh
Total charge ... -2

---

Question: Look up the E of the second one.
Answer: -1188.94780 a.u.